(P)
C3H2N4 in the gas phase. Source: the OMol25 dataset; level of theory: the ωB97M-V functional and the def2-TZVPD basis.

Cartesian coordinates (Å):
N  -0.47774  2.09263  2.15050
C  -0.48289  1.29881  1.30426
C  -0.44738  0.35298  0.24699
C  0.78131  -0.04869  -0.44672
N  0.81284  -1.14014  -1.10252
N  -2.08387  -1.34922  -0.34432
N  -1.43005  -0.52038  0.05462
H  1.61795  0.63774  -0.31653
H  1.70983  -1.32373  -1.54629

Output
Frontier orbital gap, eV: 9.08
LUMO level, eV: -0.30

=====

(Q)
2 unconnected molecules or ions with the total composition C3H2N4. Source: the OMol25 dataset; level of theory: the ωB97M-V functional and the def2-TZVPD basis.

Cartesian coordinates (Å):
N  3.03936  -0.22661  0.29096
C  1.94353  -0.22991  -0.09449
C  0.64143  -0.35201  -0.63922
C  -0.57789  -0.40589  -0.10879
N  -1.76446  -0.57394  -0.03924
N  -1.23979  2.25637  1.07730
N  -0.15862  2.24060  0.85052
H  0.40721  -1.24718  -1.24286
H  -2.27359  -1.44612  -0.08731

Output
Structure (SMILES): N#CC=C=N.N#N
Frontier orbital gap, eV: 9.42
LUMO level, eV: -0.06

=====

Most stable one: (Q), least stable one: (P).

=====

(P)
C2H2N2O2 in the gas phase. Source: the OMol25 dataset; level of theory: the ωB97M-V functional and the def2-TZVPD basis.

Cartesian coordinates (Å):
C  -0.90705  -0.70694  0.31867
C  0.93073  0.79559  -0.44069
H  -1.75164  -1.48368  0.43876
H  1.96330  1.35100  -0.31532
N  -0.87187  0.18244  1.24727
N  0.60179  -0.07450  -1.27536
O  -0.31032  -1.09896  -0.84710
O  0.34506  1.03503  0.87376

Output
Structure (SMILES): C1=NOC=NO1
Frontier orbital gap, eV: 10.30
LUMO level, eV: 0.36

=====

(Q)
A molecular structure, C2H2N2O2. Source: the OMol25 dataset; level of theory: the ωB97M-V functional and the def2-TZVPD basis.

Cartesian coordinates (Å):
O  2.03619  -0.17911  0.02359
C  0.59569  -0.12880  -0.08266
N  0.80848  -1.38568  -0.17948
O  -1.82254  -0.70987  -0.32624
C  -1.49178  0.45407  -0.19138
N  -0.17437  0.88523  -0.04367
H  2.26850  -0.21255  0.97101
H  -2.22018  1.27672  -0.17116

Output
Frontier orbital gap, eV: 9.35
LUMO level, eV: -1.04

=====

Most stable one: (Q), least stable one: (P).

=====

(P)
C2H2N2O2 in the gas phase. Source: the OMol25 dataset; level of theory: the ωB97M-V functional and the def2-TZVPD basis.

Cartesian coordinates (Å):
C  -1.51399  -0.66889  -0.35934
C  -0.29397  0.08573  -0.29280
N  -2.51045  -1.18770  -0.48264
N  -0.20340  1.20769  -1.17500
O  -0.70101  2.21034  -0.74984
O  0.33998  1.04112  -2.27038
H  -0.07279  0.68985  0.65348
H  0.56466  -0.70760  -0.46821

Output
Structure (SMILES): N#CC[N+](=O)[O-]
Frontier orbital gap, eV: 11.22
LUMO level, eV: -0.65

=====

(Q)
C2H2N2O2 in the gas phase. Source: the OMol25 dataset; level of theory: the ωB97M-V functional and the def2-TZVPD basis.

Cartesian coordinates (Å):
C  -0.29429  -0.13056  -1.09276
C  0.39117  0.01673  1.00504
H  -1.63894  0.06300  0.66106
H  0.40576  0.33730  2.05820
N  -0.58532  -0.42661  0.18550
N  1.48464  0.15287  0.37252
O  -0.88623  -0.07230  -2.17514
O  1.12321  0.05958  -1.01442

Output
Structure (SMILES): O=c1[nH]cno1
Frontier orbital gap, eV: 10.16
LUMO level, eV: -0.10

=====

Most stable one: (Q), least stable one: (P).